Record 1
23
Properties=species:S:1:pos:R:3:forces:R:3 method="wB97M-V/def2-TZVPD" charge=0 homo_ha=-0.285 de_lowest_kj_mol=256.2
C 3.537 0.319 -0.615 -0.25 0.20 0.64
C 0.258 -0.727 0.461 -0.35 1.14 1.04
C 0.564 -0.543 1.924 -1.74 -3.23 -0.15
C -0.914 1.439 0.487 -1.43 -0.73 -2.31
C -2.136 -0.515 -0.274 -0.18 -1.89 -0.60
C -0.306 0.543 -1.695 0.46 -3.89 -0.92
C -0.740 0.134 -0.293 -0.45 0.41 -0.29
N 1.220 -2.523 -0.763 1.33 -2.24 -1.50
N 0.806 -1.712 -0.119 -1.02 1.41 0.42
O 4.533 -0.213 -0.783 1.65 -0.93 -0.65
O 2.558 0.857 -0.353 -1.23 0.83 -0.02
H -0.339 -0.619 2.537 -0.38 0.16 -0.18
H 1.009 0.324 2.240 1.57 2.14 0.34
H 1.085 -1.449 2.260 0.47 0.47 -0.01
H -1.588 1.172 1.239 -1.03 0.36 1.67
H -1.394 2.125 -0.237 0.23 0.06 0.77
H -0.019 1.790 0.860 1.81 1.06 0.67
H -2.293 -0.883 0.729 -0.16 -0.05 0.54
H -2.969 0.180 -0.465 0.43 -0.17 -0.36
H -2.238 -1.480 -0.895 0.23 1.65 0.46
H -1.126 0.681 -2.364 -0.96 0.19 -0.22
H 0.267 -0.332 -2.200 -0.50 1.60 0.72
H 0.225 1.432 -1.682 1.51 1.45 -0.04

***

Record 2
99
Properties=species:S:1:pos:R:3:forces:R:3 method="wB97M-V/def2-TZVPD" multiplicity=2 charge=+2 homo_ha="-0.489 / -0.495" de_lowest_kj_mol=223.8
Ru -0.057 -0.577 -0.573 -1.31 -0.78 -2.26
C -2.162 -2.400 2.401 0.64 0.35 -0.79
Si -1.205 -0.884 1.701 0.72 0.94 0.11
C 0.297 -0.510 2.878 -0.55 -0.24 -0.74
C 0.031 -0.632 4.239 0.05 -0.04 0.05
C 0.968 -0.293 5.199 0.00 0.01 0.06
C 2.196 0.211 4.808 -0.03 -0.01 0.00
C 2.492 0.321 3.461 0.00 0.02 -0.04
C 1.570 -0.068 2.492 0.02 0.14 -0.10
P 2.115 -0.149 0.737 -0.90 -0.21 1.67
C 3.191 -1.632 0.785 -0.24 -0.09 -0.35
C 3.145 -2.586 1.800 0.11 0.26 -0.01
C 4.020 -3.661 1.775 0.02 -0.12 -0.03
C 4.943 -3.792 0.749 -0.08 0.01 0.04
C 5.000 -2.839 -0.258 0.00 -0.03 -0.06
C 4.126 -1.771 -0.243 -0.06 0.00 0.12
C 3.440 1.117 0.609 -0.45 0.14 -0.56
C 3.179 2.320 -0.037 0.01 -0.19 0.06
C 4.157 3.297 -0.127 0.07 0.01 0.00
C 5.413 3.073 0.410 -0.09 -0.01 -0.02
C 5.685 1.871 1.048 0.03 -0.01 0.07
C 4.710 0.896 1.152 -0.07 -0.09 -0.04
C -2.503 0.541 1.841 0.53 -0.55 -0.51
C -3.257 0.659 3.004 0.05 0.01 0.07
C -4.266 1.598 3.120 0.00 0.05 0.03
C -4.545 2.445 2.060 0.04 0.01 0.02
C -3.792 2.366 0.905 0.03 0.00 -0.09
C -2.771 1.426 0.794 -0.05 -0.31 -0.05
P -1.680 1.455 -0.667 0.89 -0.16 1.95
C -0.479 2.718 -0.118 0.06 0.22 -0.28
C -0.104 2.778 1.228 -0.22 0.04 -0.17
C 0.727 3.789 1.673 0.07 0.05 -0.05
C 1.186 4.754 0.789 -0.11 -0.01 -0.08
C 0.865 4.665 -0.558 0.17 0.10 0.05
C 0.067 3.633 -1.021 -0.04 -0.23 0.20
C -2.772 2.256 -1.899 0.38 -0.62 -0.40
C -3.658 1.429 -2.591 0.07 0.05 0.09
C -4.560 1.969 -3.491 -0.07 0.00 -0.02
C -4.593 3.339 -3.705 0.03 -0.02 0.08
C -3.751 4.169 -2.981 -0.05 0.05 -0.01
C -2.844 3.637 -2.081 0.19 -0.09 0.13
H -2.688 -2.110 3.304 -0.05 0.25 0.13
H -1.516 -3.234 2.644 0.17 -0.07 0.04
H -2.916 -2.754 1.703 -0.18 0.00 -0.17
H -0.926 -1.010 4.555 -0.23 -0.07 0.16
H 0.735 -0.418 6.245 -0.02 0.03 0.12
H 2.929 0.505 5.543 0.06 0.03 0.09
H 3.454 0.710 3.164 0.03 -0.01 0.07
H 2.458 -2.473 2.629 -0.05 0.02 0.04
H 3.981 -4.397 2.563 0.04 -0.05 0.10
H 5.623 -4.628 0.734 0.08 -0.11 0.03
H 5.725 -2.934 -1.051 0.08 0.00 -0.06
H 4.195 -1.004 -1.003 0.03 0.00 -0.08
H 2.211 2.481 -0.485 -0.06 0.08 0.05
H 3.940 4.230 -0.625 -0.03 0.09 -0.07
H 6.183 3.824 0.330 0.06 0.08 -0.02
H 6.666 1.690 1.462 0.04 -0.02 0.04
H 4.946 -0.034 1.650 0.02 -0.01 -0.02
H -3.053 0.013 3.842 -0.03 -0.15 0.19
H -4.837 1.666 4.033 -0.07 -0.01 0.10
H -5.338 3.173 2.132 -0.10 0.07 0.03
H -4.000 3.040 0.088 -0.08 0.06 0.00
H -0.488 2.056 1.937 -0.01 0.04 0.01
H 1.004 3.829 2.716 0.02 0.02 0.09
H 1.802 5.564 1.145 0.07 0.08 0.03
H 1.242 5.396 -1.256 0.07 0.11 -0.08
H -0.145 3.540 -2.076 -0.07 0.13 -0.11
H -3.655 0.362 -2.407 -0.02 -0.06 -0.03
H -5.245 1.324 -4.021 -0.05 -0.07 -0.04
H -5.285 3.765 -4.415 -0.08 0.01 -0.05
H -3.806 5.240 -3.106 0.01 0.07 -0.03
H -2.219 4.301 -1.502 0.01 0.03 -0.04
Br 1.833 -2.361 -2.521 0.10 0.30 -0.34
C 2.468 -0.852 -3.574 -0.09 -0.19 0.05
Br 1.829 0.813 -2.808 0.14 -0.15 -0.05
H 3.556 -0.836 -3.567 -0.19 -0.01 0.10
H 2.080 -0.951 -4.585 -0.01 0.04 0.20
N 0.448 -3.757 1.031 0.11 0.17 -0.17
C -0.537 -3.912 0.137 -0.33 -0.22 -0.02
N -1.214 -5.041 0.154 -0.12 -0.68 0.27
C -2.210 -5.181 -0.731 0.82 0.36 0.57
N -2.936 -6.290 -0.707 -0.07 -0.01 -0.03
N -2.474 -4.256 -1.659 -0.09 0.75 -0.90
C -1.730 -3.166 -1.644 0.11 -1.18 1.34
N -0.789 -2.893 -0.716 0.18 0.94 -0.08
C -1.887 -2.227 -2.736 -0.39 0.86 -1.19
C -2.669 -2.579 -3.840 0.31 -0.10 0.63
C -2.747 -1.721 -4.914 0.25 0.54 -0.09
C -2.057 -0.512 -4.845 -0.20 -0.50 -0.05
C -1.333 -0.222 -3.704 0.21 0.27 -0.03
N -1.225 -1.055 -2.672 -0.13 -0.25 1.23
H 0.717 -4.574 1.554 0.04 0.01 0.03
H 1.141 -3.038 0.874 -0.06 -0.18 0.05
H -2.706 -7.015 -0.051 -0.03 -0.03 0.03
H -3.647 -6.439 -1.403 0.01 0.01 0.04
H -3.175 -3.532 -3.805 -0.03 0.02 -0.10
H -3.329 -1.982 -5.785 -0.05 0.01 -0.07
H -2.089 0.201 -5.652 -0.01 0.09 -0.07
H -0.821 0.728 -3.612 -0.04 -0.08 -0.02

***

Record 3
61
Properties=species:S:1:pos:R:3:forces:R:3 method="wB97M-V/def2-TZVPD" charge=-1 homo_ha=-0.166
C 1.549 0.526 3.279 -0.09 -0.05 -0.08
C 1.752 -0.319 2.018 -0.18 0.14 0.35
C 1.127 0.338 0.788 -0.11 0.53 -0.22
C 2.100 1.363 0.192 -0.16 -0.08 0.27
C 0.655 -0.684 -0.253 0.13 -0.66 0.43
O 0.281 -0.062 -1.490 -0.07 0.31 -0.04
C -0.725 0.919 -1.402 0.10 -0.03 -0.22
C -1.682 0.865 -2.625 0.01 -0.10 0.09
C -1.114 0.011 -3.759 0.14 0.08 -0.10
C -3.096 0.469 -2.163 -0.18 0.10 -0.15
C -4.047 0.163 -3.326 0.07 0.05 0.28
C -3.698 1.606 -1.310 0.16 -0.09 0.01
C -0.518 -1.597 0.218 -0.23 0.03 -0.48
O -0.271 -2.821 -0.398 0.26 -0.36 0.13
B 1.205 -2.954 -0.240 -0.30 0.14 0.38
C 1.881 -4.104 -1.161 -0.02 -0.22 -0.25
C 2.133 -5.376 -0.355 0.25 0.42 0.08
C 3.595 -5.575 0.033 -0.22 -0.33 0.21
I 1.444 -7.176 -1.379 -0.04 -0.14 0.02
O 1.671 -1.561 -0.547 0.25 0.05 -0.14
H 1.950 1.534 3.159 0.04 0.04 0.01
H 0.484 0.625 3.498 -0.04 0.04 0.00
H 2.021 0.067 4.149 0.08 0.00 0.03
H 1.311 -1.300 2.185 0.14 -0.08 -0.04
H 2.821 -0.466 1.860 0.01 -0.16 -0.14
H 0.249 0.895 1.134 -0.09 -0.01 -0.03
H 2.205 2.198 0.887 0.16 0.01 0.04
H 1.744 1.771 -0.748 0.01 -0.03 -0.15
H 3.070 0.893 0.034 0.07 0.03 -0.11
H -0.266 1.911 -1.343 0.04 0.11 0.04
H -1.306 0.790 -0.486 -0.04 0.04 0.04
H -1.766 1.892 -2.997 -0.12 0.03 -0.08
H -0.620 -0.881 -3.386 -0.08 -0.10 0.10
H -1.879 -0.281 -4.475 -0.07 0.06 -0.05
H -0.364 0.581 -4.310 0.09 -0.03 0.03
H -3.032 -0.430 -1.545 0.14 -0.05 0.01
H -3.945 0.929 -4.097 -0.06 0.01 -0.09
H -3.857 -0.814 -3.765 0.01 -0.01 -0.08
H -5.078 0.181 -2.967 -0.07 -0.07 -0.05
H -4.402 2.193 -1.905 -0.04 0.05 0.00
H -2.934 2.295 -0.950 0.05 -0.02 0.08
H -4.221 1.220 -0.436 -0.14 0.02 -0.01
H -1.493 -1.241 -0.127 0.01 0.22 0.13
H -0.549 -1.678 1.314 0.08 -0.02 0.07
H 1.411 -3.191 0.983 0.20 -0.09 -0.06
H 2.837 -3.765 -1.571 0.03 0.07 -0.03
H 1.241 -4.302 -2.023 -0.11 0.07 0.03
H 1.536 -5.362 0.551 -0.22 -0.15 -0.09
H 4.045 -4.606 0.240 0.01 0.09 -0.02
H 3.670 -6.185 0.935 0.05 -0.05 0.00
H 4.151 -6.092 -0.747 0.12 0.21 -0.14
C -1.590 4.650 3.382 -0.05 -0.10 -0.07
C -0.336 4.163 2.692 0.05 0.02 0.06
O -0.349 3.214 1.951 -0.08 0.00 -0.08
C 0.939 4.921 2.981 0.04 -0.08 -0.08
H -2.430 4.022 3.092 0.00 -0.01 0.00
H -1.462 4.607 4.465 0.02 0.07 0.01
H -1.796 5.684 3.101 0.03 0.03 0.07
H 1.160 4.887 4.050 -0.03 0.07 0.02
H 0.831 5.966 2.685 -0.01 0.03 0.08
H 1.761 4.471 2.429 -0.01 -0.01 0.00

***

Record 4
19
Properties=species:S:1:pos:R:3:forces:R:3 method="wB97M-V/def2-TZVPD" charge=+1 homo_ha=-0.510 de_lowest_kj_mol=357.3
C 0.669 3.154 -0.618 1.73 -2.78 -0.09
O -0.393 2.261 -0.488 -0.91 -1.84 1.50
H -1.239 2.338 -0.885 -0.66 1.38 -0.94
H 1.443 2.452 -1.029 0.09 0.95 0.20
H 0.459 3.776 -1.456 0.25 1.83 0.33
H 1.042 3.333 0.436 -0.60 1.35 -1.50
C -0.907 -1.717 -1.275 -2.97 0.57 -2.82
C 0.186 -0.964 0.680 0.71 -5.25 0.70
N -0.279 0.213 0.856 -0.96 -0.26 -0.58
N -0.653 -1.963 0.074 1.50 1.87 2.81
N 1.383 -1.527 1.056 -0.73 1.10 0.46
H -1.146 0.364 0.343 0.24 0.15 0.51
H 0.138 1.067 1.148 0.78 0.30 0.16
H -0.637 -2.855 0.553 0.23 0.00 -0.73
H 1.436 -2.474 1.392 -0.82 -0.72 -1.01
H 2.017 -1.099 1.679 0.60 1.74 0.54
H -1.828 -2.321 -1.606 1.23 1.01 0.49
H -0.118 -1.976 -2.056 -0.56 0.74 1.23
H -1.263 -0.594 -1.247 0.84 -2.16 -1.26

***

Record 5
156
Properties=species:S:1:pos:R:3:forces:R:3 method="wB97M-V/def2-TZVPD" multiplicity=2 charge=+1 homo_ha="-0.406 / -0.406"
C 1.149 -3.906 -0.667 1.17 0.76 -0.12
C 2.730 -3.743 -0.895 -1.63 -1.50 -1.61
O 3.079 -2.410 -1.211 -0.10 0.95 0.95
H 0.607 -3.332 -1.419 0.32 -0.03 -0.26
H 0.780 -3.513 0.281 0.40 0.05 0.30
H 0.736 -4.909 -0.768 0.65 -0.24 -0.02
H 3.000 -4.247 -1.823 -0.62 -0.74 -0.16
H 3.396 -4.263 -0.207 -0.26 0.54 0.95
H 3.970 -2.448 -1.568 0.15 0.09 -0.08
C -3.182 0.363 -3.789 -1.55 2.77 2.40
O -3.627 0.754 -2.699 0.15 -0.52 0.99
N -3.029 -0.865 -4.157 0.09 -1.84 -0.71
N -2.914 1.328 -4.644 1.19 1.45 -2.93
H -2.736 -0.974 -5.118 0.31 -1.04 0.09
H -3.247 -1.579 -3.477 0.37 -0.07 -0.36
H -2.979 2.301 -4.381 -0.20 -0.52 0.11
H -2.669 1.111 -5.600 0.13 0.18 0.08
C -0.223 3.110 7.331 -0.80 -0.36 0.78
O -0.806 4.019 7.815 -1.31 2.28 2.30
N 0.072 1.981 8.023 -0.73 -0.52 2.63
N 0.171 2.998 6.146 2.07 -0.12 -6.70
H -0.356 1.965 8.938 0.00 -0.53 0.51
H 0.720 1.273 7.708 0.97 -1.62 -0.08
H 0.120 3.752 5.475 -0.25 0.19 0.33
H 0.442 2.125 5.717 0.30 -0.16 0.18
C 3.516 2.651 2.302 -0.63 -1.14 0.41
O 3.838 2.234 3.370 1.73 -2.31 3.67
N 3.782 2.186 1.131 1.83 -1.67 -2.87
N 2.567 3.514 2.237 -4.21 4.44 1.31
H 4.359 1.358 1.095 0.67 0.51 -0.80
H 3.674 2.943 0.471 0.47 -0.74 -1.27
H 2.384 4.124 1.453 0.07 -0.02 0.05
H 2.246 3.731 3.169 -0.03 0.78 -0.44
C 5.336 0.866 -1.371 1.62 1.56 0.76
O 5.800 0.344 -0.408 2.06 -1.38 3.33
N 4.310 0.411 -1.932 -4.86 -2.39 -2.17
N 5.797 1.959 -1.931 3.36 3.94 -1.03
H 4.085 0.733 -2.863 -0.72 -0.75 0.34
H 3.947 -0.344 -1.368 -0.88 -0.29 -0.99
H 5.330 2.714 -2.412 -0.54 -0.77 0.08
H 6.682 2.281 -1.566 -0.10 -0.11 0.10
C -2.307 -2.673 1.700 -0.46 -0.78 1.04
O -2.784 -2.671 0.614 -1.66 1.11 -4.06
N -2.696 -1.967 2.728 -1.19 2.62 1.46
N -1.392 -3.547 2.020 3.18 -2.90 1.25
H -2.317 -2.088 3.656 -0.29 0.41 -0.26
H -3.309 -1.198 2.498 -0.37 0.07 0.62
H -1.357 -3.725 3.014 0.47 -0.50 -0.23
H -1.323 -4.352 1.415 0.07 0.08 0.17
C -3.939 1.238 5.224 3.34 -3.61 -1.94
O -3.169 0.255 5.150 0.14 0.61 1.00
N -3.870 2.236 6.022 0.31 2.88 3.54
N -4.754 1.490 4.229 -2.39 -0.10 -1.79
H -4.512 2.958 5.726 0.72 0.58 0.85
H -3.119 2.347 6.688 -0.65 0.09 0.02
H -5.696 1.682 4.540 -0.27 0.03 -0.69
H -4.624 0.796 3.507 -1.08 -0.12 -0.60
C 3.283 1.632 -5.018 0.22 -3.14 -1.06
O 3.507 0.691 -5.742 -0.84 -1.82 -0.94
N 2.455 1.616 -3.967 -0.54 0.92 0.97
N 3.991 2.699 -5.185 2.51 5.17 0.16
H 1.760 0.890 -3.868 0.14 0.41 0.06
H 2.407 2.540 -3.562 -1.09 -0.50 0.63
H 4.095 3.425 -4.490 -0.40 -0.06 -0.07
H 4.628 2.837 -5.956 -0.29 -0.76 0.06
C 1.811 -0.182 6.154 -0.22 -0.70 0.71
O 1.278 -0.373 7.256 -1.44 0.80 0.55
N 3.082 -0.009 6.035 3.47 0.31 0.18
N 1.240 -0.101 4.966 -2.72 0.49 -0.96
H 3.380 0.277 5.113 1.06 -0.05 0.33
H 3.693 -0.365 6.756 0.15 0.38 -0.28
H 1.822 -0.199 4.146 -0.52 -0.13 -0.10
H 0.231 -0.146 4.941 0.12 -0.37 -0.44
C -4.734 0.748 0.815 -0.69 -2.53 1.72
O -5.084 0.237 1.901 0.34 -0.46 -0.28
N -4.663 2.020 0.647 -0.18 4.84 -0.05
N -4.389 0.068 -0.242 0.35 -2.15 -0.38
H -4.473 2.375 -0.279 -0.14 0.24 0.31
H -5.145 2.602 1.316 0.21 0.07 -0.25
H -4.135 0.517 -1.111 0.21 -0.57 -0.39
H -4.219 -0.907 -0.037 0.12 -0.17 -0.62
C 2.108 5.305 -0.843 0.42 -0.38 -0.51
O 3.153 4.925 -0.345 1.00 -1.38 1.25
N 1.951 6.542 -1.204 0.29 4.64 -0.64
N 1.058 4.603 -1.177 -2.14 -2.69 -0.62
H 1.072 6.888 -1.559 0.26 0.06 0.30
H 2.606 7.205 -0.815 -0.15 0.01 -0.31
H 0.327 4.988 -1.758 0.16 0.07 0.42
H 0.988 3.608 -1.014 0.10 -0.43 0.08
C -2.163 -4.003 -3.341 4.26 -0.37 1.89
O -0.965 -4.332 -3.338 -0.98 0.09 -0.34
N -2.711 -3.373 -2.305 -0.55 1.00 1.42
N -3.000 -4.206 -4.290 -2.32 -1.05 -4.17
H -3.720 -3.367 -2.343 0.14 -0.06 1.14
H -2.197 -3.540 -1.452 -0.66 0.50 0.43
H -2.662 -4.692 -5.109 -0.30 0.22 0.01
H -3.925 -3.802 -4.271 0.22 -0.38 -0.31
C -1.839 5.046 0.583 -1.35 0.28 -1.50
O -2.155 6.076 0.050 -0.03 1.92 -0.73
N -1.785 3.877 -0.042 0.25 -2.36 -1.57
N -1.637 4.868 1.870 0.80 0.02 2.52
H -2.077 3.736 -0.998 0.10 0.36 0.33
H -1.636 3.066 0.541 -0.04 -0.34 -0.64
H -1.800 5.639 2.502 0.25 -0.52 0.06
H -1.384 3.911 2.070 -0.01 0.73 1.15
C -2.282 -3.843 -8.707 0.38 -0.69 0.86
C -2.520 -2.595 -7.895 0.41 -0.94 0.44
C -1.210 -1.923 -7.527 -0.46 -1.20 -1.00
O -1.347 -0.955 -6.529 0.99 0.47 0.20
C -0.041 -0.750 -5.931 -0.81 0.18 0.36
N -3.420 -1.809 -8.651 -0.86 1.78 -0.66
H -1.611 -4.445 -8.095 0.13 -0.51 -0.32
H -1.863 -3.694 -9.702 -0.12 0.18 0.11
H -3.244 -4.354 -8.744 0.12 -0.21 -0.45
H -3.079 -2.937 -7.024 0.55 -0.10 0.89
H -0.804 -1.581 -8.479 0.14 0.89 -0.09
H -0.468 -2.658 -7.216 -0.23 -0.42 0.31
H 0.750 -0.661 -6.677 -0.15 0.42 -0.07
H 0.233 -1.585 -5.286 -0.19 -0.29 0.03
H -0.164 0.129 -5.299 0.34 0.16 -0.19
H -4.337 -2.209 -8.512 -0.27 0.05 -0.39
H -3.488 -0.874 -8.274 -0.03 0.32 -0.01
C 1.606 -5.406 4.816 -0.33 -0.32 -1.92
C 2.559 -4.260 4.458 -1.12 0.12 1.59
C 2.195 -3.360 3.263 0.41 -0.92 0.97
O 3.045 -2.177 3.255 -1.77 -1.39 -0.40
C 2.880 -1.437 2.030 0.83 -0.84 0.27
N 2.524 -3.465 5.724 1.10 0.68 -1.11
H 2.040 -6.012 5.611 -0.18 0.06 -0.08
H 1.389 -6.016 3.939 0.48 -0.61 -0.12
H 0.591 -5.094 5.061 0.27 0.57 0.59
H 3.571 -4.650 4.355 0.02 -0.10 -0.58
H 1.136 -3.104 3.286 -0.13 0.45 0.20
H 2.286 -4.050 2.424 0.50 0.53 -0.75
H 2.974 -0.399 2.348 0.22 0.17 -0.77
H 1.986 -1.641 1.441 -0.67 0.11 0.64
H 3.642 -1.833 1.358 0.47 0.85 -0.12
H 2.886 -2.608 5.331 -0.04 1.04 0.54
H 3.371 -3.787 6.172 -0.03 -0.16 0.95
C -0.004 -0.582 -1.527 -0.84 0.08 1.06
C -0.332 0.697 -0.716 2.04 1.85 -1.97
C -0.826 0.446 0.648 -1.67 -1.41 1.37
O -0.870 1.613 1.556 0.65 -0.42 -3.21
C -1.198 1.475 2.885 -0.53 -0.49 0.50
N 0.839 1.634 -0.611 -0.81 -0.37 -0.11
H 0.319 -0.487 -2.564 -0.11 0.71 0.03
H -0.954 -1.115 -1.557 0.07 -0.51 -0.12
H 0.756 -1.201 -1.051 -0.06 0.09 0.24
H -1.131 1.225 -1.238 -0.02 0.14 -0.33
H -0.293 -0.424 1.033 0.41 0.24 0.86
H -1.830 0.079 0.437 -0.49 0.01 0.78
H -0.292 1.202 3.426 -0.16 -0.11 0.42
H -2.036 0.801 3.064 0.22 -0.39 0.08
H -1.581 2.440 3.220 0.20 0.12 0.26
H 0.817 1.833 0.379 0.89 0.61 0.19
H 1.713 1.177 -0.829 0.16 -0.22 0.10